{"formula": "C8H14NOS", "method": "ωB97M-V/def2-TZVPD", "species": ["H", "H", "C", "O", "H", "S", "C", "H", "N", "C", "H", "H", "H", "C", "C", "C", "H", "H", "H", "H", "H", "H", "C", "H", "C"], "xyz": [[-3.54692, -1.63570, 0.95255], [-1.90739, -1.18078, 1.27918], [-2.95791, 0.56748, 0.80128], [3.67035, -1.32843, 0.27255], [2.42448, 1.47943, -1.27065], [0.12591, 0.12782, -0.19555], [-2.77180, -0.98779, 0.61155], [4.55655, -1.24664, -0.05651], [-2.22951, 1.09053, -0.45486], [1.46061, -0.84262, 0.00885], [-1.43241, 1.73178, -0.41488], [2.36230, 1.52629, 1.18085], [1.25053, -1.90545, 0.29293], [3.12828, 0.87165, -0.73508], [2.78205, -0.36164, -0.02298], [-1.67333, 0.06347, -1.19979], [4.11779, 1.16376, 1.29363], [-3.29826, -1.22708, -1.43990], [4.03280, 0.81957, -1.40199], [-2.97518, 1.55400, -0.94248], [-1.75722, -1.99401, -1.01937], [-3.95172, 0.86632, 0.99449], [3.17782, 1.06277, 0.68754], [-2.17562, 0.97375, 1.64624], [-2.41217, -1.18848, -0.86758]], "forces_ev_per_a": [[-0.95, 0.04, 0.26], [-0.34, -0.49, -0.71], [4.47, -0.83, 2.61], [0.38, -1.95, 0.35], [-0.95, -0.42, -0.16], [1.06, 0.92, -0.38], [1.22, 0.94, 1.04], [0.49, 0.45, -0.52], [-2.24, 1.54, 1.32], [-3.03, -0.99, 0.62], [-0.48, 0.85, 0.99], [-0.78, 0.53, 0.07], [0.65, 0.83, -0.71], [2.16, 1.33, -2.71], [0.45, 1.05, 1.32], [2.02, -3.07, -2.14], [-0.90, -0.82, -0.89], [-1.00, -0.29, -1.01], [-0.51, -0.04, 1.19], [-0.12, 0.47, -1.19], [0.38, -1.38, -0.45], [-0.93, 0.95, -0.37], [0.83, -0.21, 1.24], [-2.52, -1.12, -1.57], [0.62, 1.74, 1.81]], "mulliken_charge": [0.463, 0.225, -0.681, -0.564, 0.213, -0.146, -0.495, 0.349, -0.039, -0.257, 0.331, 0.213, 0.389, -0.485, 0.531, -0.227, 0.225, 0.384, 0.221, 0.358, 0.353, 0.402, -0.444, 0.266, -0.583], "e_lumo_ev": [-4.88, -4.89], "total_charge": 1, "de_lowest_kcal_mol": 115.8, "homo_lumo_gap_ev": [6.7, 6.7], "e_tot_ev": -22882.963, "homo_energy_ha": [-0.4273, -0.4272]}